A molecular structure, C19H29FeN2. Source: OMol25; level of theory: ωB97M-V/def2-TZVPD.

Geometry as XYZ:
```
51
Properties=species:S:1:pos:R:3:forces:R:3
C 0.040824 -0.054945 -3.913764 -0.018 -0.300 0.407
N -0.662982 0.301958 -2.690674 -0.201 0.050 0.178
C -2.039552 -0.213248 -2.592561 0.266 -0.054 -0.146
C -0.434632 1.715881 -2.409779 -0.067 0.340 -0.386
C -1.095817 2.229042 -1.127289 1.331 -0.552 -0.140
C -0.857285 3.725878 -0.870111 -0.706 0.270 0.044
C 0.361709 3.842627 0.068910 -0.100 0.036 0.277
C 0.784657 2.423391 0.423237 -0.053 -0.947 -0.796
N -0.415057 1.575577 0.049859 2.565 3.246 -4.526
H 1.073317 0.308488 -3.817431 -0.184 -0.234 -0.123
H 0.054314 -1.148068 -4.051174 -0.004 0.383 0.085
H -0.394458 0.411119 -4.810711 -0.087 0.026 -0.068
H -2.424090 -0.115820 -1.558934 0.236 -0.058 -0.560
H -2.767190 0.267403 -3.289975 0.359 -0.051 0.227
H -2.011528 -1.293419 -2.836473 0.000 0.548 0.178
H 0.664634 1.830093 -2.317964 -0.408 0.092 0.017
H -0.721113 2.377409 -3.268609 -0.142 -0.303 0.275
H -2.148111 1.900557 -1.095198 0.282 0.433 0.143
H -0.753660 4.303000 -1.799320 0.136 -0.276 0.136
H -1.741871 4.144988 -0.372629 0.148 -0.131 -0.063
H 1.172011 4.415633 -0.374535 0.112 -0.084 -0.116
H 0.119828 4.341098 1.006193 -0.297 0.235 -0.112
H 1.669171 2.115798 -0.161061 -0.334 0.004 0.262
H 0.986641 2.249456 1.487333 -0.073 0.008 -0.388
H -0.239741 0.602890 -0.206066 0.301 0.020 0.519
C -1.964226 0.640833 1.504076 -1.525 -0.242 0.632
C -0.671706 0.556990 2.123442 -2.225 0.262 3.472
C 0.341979 -0.415007 1.938180 2.593 -0.159 0.918
C 0.711866 -1.161470 3.162733 0.494 2.177 0.611
C 2.091859 -1.534744 3.084911 0.814 1.049 0.733
C 2.595754 -1.158222 1.775435 1.039 1.331 0.927
C 1.555303 -0.503964 1.040157 -0.266 2.233 1.272
Fe 0.971055 -2.279064 1.580894 -0.097 0.519 1.085
C -0.176425 -2.819895 0.103699 -0.717 -1.801 -1.158
C -0.610339 -3.424401 1.352093 -0.969 -1.508 -0.927
C 0.496877 -4.171561 1.896019 -0.542 -1.717 -0.767
C 1.616505 -4.047971 0.990276 -0.192 -1.609 -0.930
C 1.208623 -3.205157 -0.117030 -0.725 -1.855 -1.284
H -2.171590 -0.091828 0.689105 -0.272 0.381 0.782
H -2.801942 1.176373 1.981203 0.263 -0.786 0.040
H -1.225921 1.583905 0.787302 -1.041 -0.617 0.707
H -0.607578 1.043258 3.151342 -0.180 -0.364 -1.214
H 0.044680 -1.173243 4.037840 0.500 -0.169 -0.547
H 2.668935 -1.968849 3.903492 -0.146 -0.069 -0.460
H 3.615061 -1.278222 1.423772 -0.197 -0.243 0.049
H 1.664955 -0.057413 0.048847 0.024 -0.348 0.349
H -0.806941 -2.264867 -0.589465 0.242 0.008 0.302
H -1.613402 -3.376831 1.775309 0.395 0.144 -0.105
H 0.465986 -4.794432 2.787053 0.077 0.314 -0.153
H 2.572205 -4.561982 1.092141 -0.272 0.316 0.011
H 1.808409 -2.969022 -0.994101 -0.134 0.054 0.332
```
Forces are in eV/Å.

As for the multiplicity: 5. The calculation puts the highest occupied orbital energy (alpha / beta) at -0.3 / -2.5 eV. The energy above the lowest of the compared OMol25 structures with the same formula, charge and spin comes out at 0.000 eV. The gap between HOMO and LUMO (alpha / beta) comes out at 3.0 / 5.2 eV. As for the electronic energy: -2114.2132 Ha. The max |F| comes out at 6.132 eV/Å. The net charge is -1.

Electronic structure analysis, Löwdin charges in units of e: number 1, C, carries -0.1121; number 2, N, carries -0.2658; number 3, C, carries -0.0923; number 4, C, carries -0.1857; number 5, C, carries -0.2588; number 6, C, carries -0.1255; number 7, C, carries -0.1548; number 8, C, carries -0.1314; number 9, N, carries -0.0344; number 10, H, carries 0.0816; number 11, H, carries 0.0870; number 12, H, carries 0.0766; number 13, H, carries 0.0644; number 14, H, carries 0.0845; number 15, H, carries 0.0854; number 16, H, carries 0.1246; number 17, H, carries 0.1248; number 18, H, carries 0.1326; number 19, H, carries 0.1058; number 20, H, carries 0.1082; number 21, H, carries 0.1002; number 22, H, carries 0.1031; number 23, H, carries 0.1077; number 24, H, carries 0.1210; number 25, H, carries 0.1185; number 26, C, carries -0.1700; number 27, C, carries -0.2664; number 28, C, carries -0.3298; number 29, C, carries -0.1663; number 30, C, carries -0.1848; number 31, C, carries -0.2029; number 32, C, carries -0.1739; number 33, Fe, carries 0.2410; number 34, C, carries -0.2056; number 35, C, carries -0.1988; number 36, C, carries -0.2072; number 37, C, carries -0.2039; number 38, C, carries -0.2126; number 39, H, carries 0.0480; number 40, H, carries 0.0284; number 41, H, carries -0.0044; number 42, H, carries 0.1069; number 43, H, carries 0.1141; number 44, H, carries 0.0873; number 45, H, carries 0.0897; number 46, H, carries 0.0927; number 47, H, carries 0.0823; number 48, H, carries 0.0956; number 49, H, carries 0.0916; number 50, H, carries 0.0908; number 51, H, carries 0.0931